1.
C16H14AsF6N6NiSbSe4 | wB97M-V/def2-TZVPD

Calculated values
Max |F| (Eh/bohr): 0.0908
ΔE to the lowest compared entry with this formula, charge and spin (eV): 0.000
Orbital gap (spin up / spin down) (eV): 4.945 / 4.917
2S+1: 2
Total charge: -1
HOMO level (spin up / spin down) (hartree): -0.157 / -0.156

```
49
Properties=species:S:1:pos:R:3:forces:R:3
Ni -0.22415 0.02782 -0.09322 3.3 1.3 0.1
N -0.47908 -0.17210 4.10310 0.1 0.0 0.0
C -0.81085 -0.13044 2.80957 -0.2 0.0 0.1
N 0.05874 -0.03637 1.85578 0.2 0.2 -0.5
C 1.42116 -0.00088 2.13436 -0.1 -0.1 0.1
N 2.29438 0.07126 1.18242 0.1 0.1 0.0
N 1.65090 0.13051 -0.02659 -0.2 -0.8 -0.1
C 2.22690 -0.16450 -1.12269 0.1 0.2 0.0
C 1.34977 -0.11461 -2.29830 -0.1 -0.1 -0.1
C 1.81492 -0.12732 -3.59747 0.1 -0.1 0.1
C 0.89216 -0.11924 -4.63536 0.0 0.0 0.0
C -0.45555 -0.10252 -4.33690 0.1 0.0 0.0
C -0.85468 -0.05608 -3.00510 -0.1 0.0 0.0
N 0.02618 -0.05233 -2.01514 0.4 0.2 0.2
C 1.83670 -0.05604 3.53255 0.0 -0.1 -0.1
C 3.17998 -0.05825 3.91517 0.0 0.0 0.0
C 3.51931 -0.11090 5.24882 0.0 0.0 0.0
C 2.51873 -0.15605 6.22297 0.0 0.0 0.0
C 1.18936 -0.17193 5.86349 -0.1 0.0 0.0
C 0.84849 -0.13553 4.51199 0.0 0.0 0.0
H -1.21419 -0.27946 4.78319 0.0 0.0 0.0
H -1.86492 -0.15894 2.53776 0.0 0.0 -0.1
H 3.26064 -0.49116 -1.17724 0.1 0.2 0.0
H 2.88098 -0.14497 -3.77904 0.0 -0.1 0.0
H 1.22728 -0.13458 -5.66411 0.0 0.0 0.0
H -1.20928 -0.13487 -5.10985 0.0 0.1 0.0
H -1.89770 -0.02901 -2.71219 0.0 0.0 0.0
H 3.93487 -0.02738 3.14233 0.0 0.0 0.0
H 4.56040 -0.12096 5.54119 0.0 0.0 0.0
H 2.78557 -0.18581 7.27114 0.0 0.0 0.0
H 0.40984 -0.21679 6.61394 0.0 0.0 0.0
C -0.21113 5.15504 0.04018 -0.1 -0.1 0.0
C -0.34768 3.70193 0.06644 0.0 0.0 0.0
N -0.45883 2.56072 0.10197 0.3 0.5 0.0
H -1.14659 5.60103 -0.29236 0.0 0.0 0.0
H 0.58843 5.43954 -0.64070 0.0 0.0 0.0
H 0.02057 5.51497 1.04065 0.0 0.0 0.0
Se -6.04509 -1.56676 0.32012 0.2 -0.1 0.2
Sb -4.65808 0.46794 0.00080 -0.5 1.5 -0.4
Se -2.28258 -0.15404 -0.02010 -4.2 -2.0 0.3
Se -5.35145 1.59006 -2.03348 0.2 -0.2 0.0
Se -5.16728 1.66488 2.05379 0.1 -0.3 0.1
F 0.11294 -2.30811 0.05216 0.1 -0.4 0.0
As 0.38983 -4.04652 0.20104 0.2 0.3 0.0
F 0.71326 -5.73670 0.35846 0.0 0.0 0.0
F -1.25925 -4.34652 -0.17926 -0.1 0.0 0.0
F 0.80773 -4.08015 -1.48861 0.0 0.0 0.0
F 0.00987 -3.91827 1.89324 0.0 0.0 0.0
F 2.05789 -3.67713 0.57463 0.0 0.0 0.0
```
Positions in Å, forces in eV/Å.



2.
C16H14BrN2O5Pd | wB97M-V/def2-TZVPD

Calculated values
Max |F| (Eh/bohr): 0.0410
Orbital gap (spin up / spin down) (eV): 5.439 / 5.441
Total charge: +3
HOMO level (spin up / spin down) (hartree): -0.701 / -0.701

```
39
Properties=species:S:1:pos:R:3:forces:R:3
Pd -1.06106 0.24115 -0.73038 0.2 -1.5 0.1
O -2.83496 3.89817 -2.02693 0.0 0.4 0.0
C -2.02695 3.02341 -1.55559 0.4 -0.2 0.3
O -2.30564 1.81695 -1.43049 0.4 -0.2 -0.5
C -0.69497 3.59544 -1.11699 0.1 0.0 -0.2
O 0.15979 2.50793 -0.84561 0.1 0.1 0.3
C 1.25069 2.77757 0.04401 0.1 0.0 -0.1
C 1.92398 1.42827 0.26718 0.0 0.4 -0.3
O 3.04135 1.11234 0.05286 -0.1 0.0 0.1
O 0.94692 0.54930 0.71534 0.1 -0.6 0.7
H -3.70594 3.57217 -2.31373 0.0 -0.2 0.0
H -0.85457 4.22214 -0.23240 -0.2 0.0 0.0
H -0.29512 4.23667 -1.90749 -0.1 0.0 0.0
H 0.89371 3.17562 0.99885 0.0 0.0 0.0
H 1.96415 3.47174 -0.39906 0.1 -0.1 0.0
Br -3.30250 -2.64252 5.48264 0.6 0.2 -1.1
C -2.37651 -2.28543 3.93116 -0.8 -0.3 1.3
C -0.97097 -2.53383 3.88900 0.6 -0.1 -0.2
C -0.27071 -2.24192 2.77235 0.1 -0.2 0.7
C -0.93994 -1.64234 1.63176 0.3 -0.2 -1.1
C -2.38975 -1.49134 1.67004 -0.5 -0.2 0.3
C -3.07937 -1.77721 2.79223 -0.1 0.2 -0.4
N -0.31781 -1.24245 0.56289 -1.2 1.7 0.4
C 1.09295 -0.87678 0.51228 1.1 0.5 -0.4
C 1.55777 -1.12935 -0.89636 0.2 -0.3 -0.1
C 2.74697 -1.71691 -1.26641 -0.2 0.1 0.2
C 3.03999 -1.80869 -2.62416 0.1 -0.1 -0.2
C 2.14921 -1.31504 -3.56173 -0.1 0.0 0.3
C 0.96767 -0.73334 -3.11195 -0.1 -0.1 -0.4
N 0.69878 -0.66207 -1.81707 -1.2 0.8 0.6
H -0.46991 -2.95682 4.75073 -0.1 0.0 0.0
H 0.78823 -2.46217 2.73560 0.0 0.0 0.0
H -2.90706 -1.13291 0.78734 0.0 0.0 0.0
H -4.15065 -1.63283 2.85015 0.0 0.0 0.0
H 1.73452 -1.30280 1.28045 -0.1 -0.1 -0.1
H 3.44460 -2.06685 -0.51732 0.0 0.0 0.0
H 3.97171 -2.25838 -2.94245 0.0 0.0 0.0
H 2.34603 -1.37188 -4.62276 0.0 0.0 0.0
H 0.23539 -0.34502 -3.80800 0.0 0.0 0.1
```
Positions in Å, forces in eV/Å.



3.
C16H14ClF3N2O | wB97M-V/def2-TZVPD

Calculated values
Max |F| (Eh/bohr): 0.1309
ΔE to the lowest compared entry with this formula, charge and spin (eV): 2.904
Orbital gap (eV): 8.007
SMILES string: CCc1c(C)c2c3c(Cl)cc(=O)[nH]c3ccc2n1CC(F)(F)F
Total charge: 0
HOMO level (hartree): -0.293

```
37
Properties=species:S:1:pos:R:3:forces:R:3
C -1.48831 3.85201 0.60388 -3.1 -0.8 -1.0
C -1.12324 2.92688 -0.55079 -0.3 -1.7 -0.1
C -0.59566 1.51736 -0.21325 1.3 -0.3 -1.3
C 0.14806 0.79899 -1.14324 -0.9 -0.4 1.1
C 0.34643 1.21818 -2.53343 -1.6 1.4 -0.9
C 0.49927 -0.49165 -0.55776 -1.2 3.0 0.3
C 1.12518 -1.63114 -0.96558 3.1 0.1 -3.3
C 2.12504 -1.78730 -2.17570 0.0 -3.1 1.4
Cl 2.82319 -0.48598 -3.10286 -0.3 -0.5 0.5
C 2.64821 -3.07759 -2.40092 -3.4 5.0 2.7
C 2.15260 -4.18079 -1.62820 -0.3 0.3 1.1
O 2.24241 -5.29374 -2.03948 0.4 -2.8 -1.0
N 1.57443 -3.96519 -0.38426 2.3 0.8 -3.8
C 1.09389 -2.70509 -0.12051 -0.2 -3.1 1.1
C 0.51532 -2.75176 1.09756 -2.2 4.9 1.7
C -0.05339 -1.49652 1.50323 -0.3 -5.1 4.3
C -0.06776 -0.42852 0.73768 0.5 0.6 -1.9
N -0.66710 0.76752 0.95572 -1.4 1.7 0.7
C -1.74336 0.95884 1.92293 1.6 -4.2 0.3
C -1.36313 1.18971 3.37834 -0.8 2.3 0.7
F -1.85721 0.22274 4.28781 1.9 1.8 -1.8
F -2.07788 2.34977 3.64043 0.0 -0.8 1.1
F -0.07908 1.60531 3.55841 -1.0 -1.8 0.4
H -2.65042 3.79282 0.85350 2.5 0.0 -0.3
H -0.90258 3.59240 1.43470 0.7 0.2 1.4
H -1.32333 4.84092 0.25701 0.2 1.1 0.1
H -1.99929 2.73739 -1.20718 0.4 0.4 0.2
H -0.32761 3.34360 -1.18429 -0.4 0.1 0.3
H -0.50116 1.90834 -2.92780 1.6 -1.0 0.7
H 1.31085 1.65439 -2.63598 0.6 1.0 -0.3
H 0.40246 0.39127 -3.20019 -0.4 -0.8 -0.5
H 3.30070 -3.24063 -3.15044 2.1 -0.7 -2.3
H 1.17036 -4.80960 -0.06265 -0.6 -0.4 0.8
H 0.50538 -3.58136 1.77263 0.1 -0.3 0.0
H -0.48022 -1.57316 2.54310 0.2 0.7 -1.1
H -2.39553 0.05311 1.98513 0.3 0.6 -0.5
H -2.28750 1.77845 1.65247 -1.4 1.9 -0.8
```
Positions in Å, forces in eV/Å.



Among the records above, which one has the highest max |F|?
C16H14ClF3N2O



Copy entry 3 word for word.
C16H14ClF3N2O | wB97M-V/def2-TZVPD

Calculated values
Max |F| (Eh/bohr): 0.1309
ΔE to the lowest compared entry with this formula, charge and spin (eV): 2.904
Orbital gap (eV): 8.007
SMILES string: CCc1c(C)c2c3c(Cl)cc(=O)[nH]c3ccc2n1CC(F)(F)F
Total charge: 0
HOMO level (hartree): -0.293

```
37
Properties=species:S:1:pos:R:3:forces:R:3
C -1.48831 3.85201 0.60388 -3.1 -0.8 -1.0
C -1.12324 2.92688 -0.55079 -0.3 -1.7 -0.1
C -0.59566 1.51736 -0.21325 1.3 -0.3 -1.3
C 0.14806 0.79899 -1.14324 -0.9 -0.4 1.1
C 0.34643 1.21818 -2.53343 -1.6 1.4 -0.9
C 0.49927 -0.49165 -0.55776 -1.2 3.0 0.3
C 1.12518 -1.63114 -0.96558 3.1 0.1 -3.3
C 2.12504 -1.78730 -2.17570 0.0 -3.1 1.4
Cl 2.82319 -0.48598 -3.10286 -0.3 -0.5 0.5
C 2.64821 -3.07759 -2.40092 -3.4 5.0 2.7
C 2.15260 -4.18079 -1.62820 -0.3 0.3 1.1
O 2.24241 -5.29374 -2.03948 0.4 -2.8 -1.0
N 1.57443 -3.96519 -0.38426 2.3 0.8 -3.8
C 1.09389 -2.70509 -0.12051 -0.2 -3.1 1.1
C 0.51532 -2.75176 1.09756 -2.2 4.9 1.7
C -0.05339 -1.49652 1.50323 -0.3 -5.1 4.3
C -0.06776 -0.42852 0.73768 0.5 0.6 -1.9
N -0.66710 0.76752 0.95572 -1.4 1.7 0.7
C -1.74336 0.95884 1.92293 1.6 -4.2 0.3
C -1.36313 1.18971 3.37834 -0.8 2.3 0.7
F -1.85721 0.22274 4.28781 1.9 1.8 -1.8
F -2.07788 2.34977 3.64043 0.0 -0.8 1.1
F -0.07908 1.60531 3.55841 -1.0 -1.8 0.4
H -2.65042 3.79282 0.85350 2.5 0.0 -0.3
H -0.90258 3.59240 1.43470 0.7 0.2 1.4
H -1.32333 4.84092 0.25701 0.2 1.1 0.1
H -1.99929 2.73739 -1.20718 0.4 0.4 0.2
H -0.32761 3.34360 -1.18429 -0.4 0.1 0.3
H -0.50116 1.90834 -2.92780 1.6 -1.0 0.7
H 1.31085 1.65439 -2.63598 0.6 1.0 -0.3
H 0.40246 0.39127 -3.20019 -0.4 -0.8 -0.5
H 3.30070 -3.24063 -3.15044 2.1 -0.7 -2.3
H 1.17036 -4.80960 -0.06265 -0.6 -0.4 0.8
H 0.50538 -3.58136 1.77263 0.1 -0.3 0.0
H -0.48022 -1.57316 2.54310 0.2 0.7 -1.1
H -2.39553 0.05311 1.98513 0.3 0.6 -0.5
H -2.28750 1.77845 1.65247 -1.4 1.9 -0.8
```
Positions in Å, forces in eV/Å.



What is the max |F| in the second record?
0.0410 Eh/bohr



total charge of number 2 (C16H14BrN2O5Pd)?
+3